No. 1
Entry from OMol25: C20H25N3O3S in the gas phase (ωB97M-V/def2-TZVPD).

Each line ends with the Löwdin charge.
Cartesian coordinates (Å):
C -3.6923 -2.9610 3.6806  -0.095
O -4.1489 -2.2247 2.5783  -0.130
C -3.2137 -1.7331 1.6836  -0.200
C -1.8432 -1.8767 1.8632  -0.024
C -0.9303 -1.3610 0.9663  -0.039
C -1.3606 -0.6563 -0.1574  -0.261
N -0.4337 -0.0882 -0.9987  0.071
C -0.7120 0.2741 -2.3685  -0.294
C -1.1005 1.7610 -2.4825  -0.140
C 0.0956 2.6613 -2.1828  -0.156
C 1.2568 2.2888 -3.1058  -0.148
N 1.6071 0.9059 -2.8730  -0.047
C 2.5733 0.4614 -2.0374  -0.538
O 2.6647 -0.7081 -1.7178  0.021
C 3.5898 1.4952 -1.5658  -0.375
S 4.5332 0.8146 -0.1754  0.986
C 3.2433 0.7410 1.0125  -0.590
C 3.4891 0.1353 2.2451  -0.086
C 2.4598 0.0962 3.1626  -0.067
C 1.2328 0.6590 2.8274  -0.073
C 1.0998 1.2355 1.5780  -0.151
N 2.0784 1.2799 0.6867  0.059
C 0.5296 0.0022 -3.2300  -0.086
C -2.7325 -0.5184 -0.3456  0.052
C -3.6619 -1.0480 0.5433  -0.195
O -4.9571 -0.7984 0.1799  -0.071
C -6.0312 -1.4354 0.8314  -0.080
H -4.5900 -3.2675 4.2168  0.094
H -3.0674 -2.3542 4.3454  0.094
H -3.1350 -3.8524 3.3727  0.096
H -1.4669 -2.4082 2.7225  0.102
H 0.1264 -1.5051 1.1353  0.109
H 0.5199 -0.3560 -0.8092  0.104
H -1.5404 -0.3397 -2.7507  0.145
H -1.9077 1.9739 -1.7820  0.109
H -1.4643 1.9553 -3.4943  0.117
H -0.1747 3.7087 -2.3226  0.113
H 0.4098 2.5128 -1.1487  0.097
H 2.1161 2.9390 -2.9542  0.113
H 0.9452 2.3818 -4.1526  0.129
H 3.1160 2.4053 -1.2064  0.067
H 4.3111 1.7141 -2.3532  0.091
H 4.4591 -0.2881 2.4502  0.102
H 2.6064 -0.3695 4.1264  0.107
H 0.4010 0.6415 3.5126  0.103
H 0.1651 1.6784 1.2608  0.109
H 0.8798 -1.0206 -3.0786  0.131
H 0.2895 0.1474 -4.2875  0.132
H -3.1337 0.0094 -1.1950  0.114
H -6.9179 -1.1460 0.2664  0.092
H -5.9276 -2.5227 0.8119  0.097
H -6.1344 -1.1037 1.8665  0.091

SMILES string: COc1ccc(N[C@H]2CCCN(C(=O)CSc3ccccn3)C2)cc1OC
Net charge: 0
ΔE to the lowest compared entry with this formula, charge and spin: 59.3 kcal/mol
Frontier orbital gap: 7.86 eV
Molar mass: 387.5 g mol⁻¹
E_tot: -42593.6298 eV

---

No. 2
Entry from OMol25: a gas-phase ion, C8H14N3 (charge +1) at a distorted geometry (ωB97M-V/def2-TZVPD).

Each line ends with the Löwdin charge.
Cartesian coordinates (Å):
C 0.9641 -2.1402 -0.2794  -0.013
C 0.4936 -0.6844 -0.5159  -0.232
C -1.0548 -0.6292 -0.3429  -0.138
N -2.0550 -1.4280 -0.8683  0.029
N -3.2320 -1.0014 -0.5995  0.050
C -3.0731 0.0994 0.0873  -0.093
C -1.7095 0.4359 0.2139  -0.176
C -1.0712 1.6345 0.9400  -0.116
C 0.2772 1.6208 0.3494  -0.163
N 1.0933 0.3677 0.3896  -0.096
C 2.5388 0.5591 -0.0514  -0.013
H 2.0103 -2.0518 -0.1709  0.045
H 0.6533 -2.8771 -1.1182  0.142
H 0.6048 -2.3945 0.7032  0.088
H 0.9378 -0.3970 -1.5172  0.166
H -2.0138 -2.3242 -1.2744  0.152
H -3.9648 0.7355 0.3333  0.139
H -1.7103 2.5919 0.7308  0.177
H -1.0188 1.5816 2.0405  0.129
H 0.2248 1.8019 -0.8257  0.198
H 0.8057 2.4042 0.9724  0.156
H 1.2141 0.0047 1.3658  0.215
H 2.7348 1.0205 -1.0860  0.140
H 3.1777 1.3683 0.4631  0.133
H 3.1730 -0.2982 0.0606  0.083

SMILES string: C[C@H]1c2[nH]ncc2CC[N@@H+]1C
Net charge: +1
ΔE to the lowest compared entry with this formula, charge and spin: 72.0 kcal/mol
Frontier orbital gap: 10.01 eV
Molar mass: 152.2 g mol⁻¹
E_tot: -12984.7897 eV

---

No. 3
Entry from OMol25: C15H23N3 in the gas phase (ωB97M-V/def2-TZVPD).

Each line ends with the Löwdin charge.
Cartesian coordinates (Å):
C 1.7679 1.7301 3.2450  -0.086
C 1.5801 0.6967 2.1340  -0.428
C 2.6890 0.8609 1.0966  -0.062
C 0.1861 0.8452 1.5041  -0.151
C -0.4448 -0.4613 1.0009  -0.150
N 0.2157 -1.0922 -0.1139  -0.036
C 0.5833 -0.4823 -1.2887  -0.429
N 0.0027 0.6929 -1.7077  0.129
C -1.3647 0.9428 -1.7706  -0.253
C -2.3158 -0.0550 -1.5649  -0.045
C -3.6635 0.2514 -1.6039  -0.084
C -4.0848 1.5450 -1.8594  -0.103
C -3.1433 2.5349 -2.0915  -0.092
C -1.7953 2.2402 -2.0488  -0.031
N 1.5377 -1.0311 -1.9430  0.086
C 1.9778 -2.1879 -1.1953  -0.174
C 1.0673 -2.2627 0.0584  -0.318
C 0.2336 -3.5405 0.1056  -0.046
H 2.7624 1.6476 3.6778  0.074
H 1.6498 2.7360 2.8478  0.081
H 1.0371 1.5849 4.0379  0.074
H 1.6592 -0.3000 2.5836  0.126
H 3.6621 0.6806 1.5492  0.079
H 2.6808 1.8745 0.6999  0.085
H 2.5665 0.1734 0.2662  0.054
H 0.2314 1.5627 0.6839  0.107
H -0.5012 1.2461 2.2528  0.113
H -0.4606 -1.1915 1.8144  0.126
H -1.4848 -0.2461 0.7261  0.104
H 0.5686 1.1790 -2.3890  0.150
H -1.9938 -1.0725 -1.4030  0.111
H -4.3903 -0.5318 -1.4440  0.104
H -5.1382 1.7784 -1.8896  0.097
H -3.4622 3.5443 -2.3062  0.102
H -1.0614 3.0119 -2.2326  0.110
H 3.0377 -2.0816 -0.9433  0.105
H 1.8707 -3.0784 -1.8203  0.106
H 1.6508 -2.1772 0.9837  0.134
H 0.8846 -4.4052 0.2075  0.078
H -0.4527 -3.5202 0.9502  0.070
H -0.3454 -3.6417 -0.8097  0.083

SMILES string: CC(C)CCN1C(Nc2ccccc2)=NC[C@@H]1C
Net charge: 0
ΔE to the lowest compared entry with this formula, charge and spin: 0.0 kcal/mol
Frontier orbital gap: 8.79 eV
Molar mass: 245.4 g mol⁻¹
E_tot: -20398.9811 eV

---

No. 4
Entry from OMol25: a molecular structure, C12H27BeO16S3 at a distorted geometry (ωB97M-V/def2-TZVPD).

Each line ends with the Löwdin charge.
Cartesian coordinates (Å):
Be -0.0673 1.5534 0.3296  0.946
C 2.3313 3.1900 0.9449  -1.119
O 2.4271 1.9649 1.0920  -0.136
O 2.5843 4.0470 1.8518  -0.159
O 1.5480 3.5251 0.0479  -0.127
C -1.5990 3.6871 1.8857  -1.163
O -2.0583 3.3854 0.7702  -0.141
O -1.4058 4.8012 2.2938  -0.100
O -0.9600 2.7837 2.5066  -0.146
C -2.6098 -1.0471 0.2731  -0.410
O -2.0314 0.0572 -0.3028  -0.366
H -2.5479 -0.9422 1.3563  0.036
H -3.6731 -1.1883 0.0797  0.029
H -2.1000 -1.9594 -0.0367  0.015
O 1.0716 -0.4139 -1.0940  -0.268
S 1.4194 -1.7551 -1.5473  0.671
O 2.6879 -2.0249 -2.2189  -0.326
O 1.1240 -2.8830 -0.3860  -0.269
C 1.3951 -4.2857 -0.6778  -0.276
C 1.0261 -5.0146 0.5551  -0.095
C 0.0829 -2.2847 -2.7090  -0.096
H 2.4075 -4.5244 -1.0036  0.118
H 0.7085 -4.6257 -1.4531  0.106
H -0.0424 -4.9246 0.7511  0.083
H 1.5808 -4.6826 1.4327  0.081
H 1.4277 -6.0266 0.5046  0.077
H -0.0530 -1.5386 -3.4920  0.055
H -0.7537 -2.3862 -2.0177  0.060
H 0.4208 -3.1377 -3.2975  0.048
O 2.3557 -0.2936 3.2669  -0.300
S 0.8939 -0.5860 3.1114  0.722
O 0.1767 -0.3298 1.8513  -0.316
O 0.6504 -2.1782 3.4993  -0.281
C -0.4383 -2.8814 2.9600  -0.329
C -0.4243 -4.2139 3.6059  -0.099
C -0.0308 0.1902 4.4868  -0.100
H -0.2159 -2.9138 1.8935  0.093
H -1.4301 -2.4562 3.1141  0.121
H -0.6063 -4.1694 4.6797  0.075
H 0.5919 -4.5955 3.5073  0.065
H -1.1275 -4.8914 3.1216  0.077
H 0.4757 -0.1835 5.3767  0.046
H -1.0716 -0.0971 4.3376  0.067
H 0.2108 1.2474 4.5959  0.078
O -0.3492 1.8638 -2.1866  -0.290
S -0.2790 2.0667 -3.6252  0.693
O -0.6404 1.0513 -4.6110  -0.333
O -1.1278 3.4647 -3.9235  -0.268
C -0.7444 4.6666 -3.3794  -0.314
C -1.8548 5.2949 -2.4581  -0.028
C 1.5314 2.4915 -3.9172  -0.091
H -0.4117 5.1948 -4.2729  0.105
H 0.1369 4.6300 -2.7390  0.116
H -2.7267 5.3821 -3.1064  0.056
H -1.5142 6.3100 -2.2538  0.063
H -2.0072 4.9272 -1.4434  0.078
H 1.9740 2.9968 -3.0587  0.065
H 1.5931 3.1083 -4.8138  0.046
H 2.0683 1.5533 -4.0572  0.055

Net charge: -3
Frontier orbital gap: 1.38 eV
Molar mass: 532.5 g mol⁻¹
E_tot: -78535.7877 eV

---

No. 5
Entry from OMol25: C4H9NO2 in the gas phase (ωB97M-V/def2-TZVPD).

Each line ends with the Löwdin charge.
Cartesian coordinates (Å):
C 1.2311 -0.9108 0.2359  -0.048
C -0.2283 -0.3966 0.3841  -0.341
C -0.3259 0.8762 1.2208  -0.246
O -1.6484 1.2928 1.4718  -0.055
N -0.9196 -0.2159 -0.9197  0.049
C -0.0331 0.2236 -1.8888  -0.357
O 0.7116 1.1691 -1.7477  0.037
H 1.2429 -1.9744 -0.0344  0.082
H 1.7643 -0.7785 1.1836  0.083
H 1.8078 -0.3953 -0.5333  0.064
H -0.7760 -1.1857 0.8953  0.139
H 0.0852 0.6672 2.2130  0.125
H 0.2702 1.6480 0.7152  0.123
H -2.0409 1.5758 0.6368  0.084
H -1.4433 -1.0447 -1.1919  0.126
H 0.0820 -0.4769 -2.7332  0.135

SMILES string: C[C@@H](CO)NC=O
Net charge: 0
ΔE to the lowest compared entry with this formula, charge and spin: 33.9 kcal/mol
Frontier orbital gap: 10.83 eV
Molar mass: 103.1 g mol⁻¹
E_tot: -9878.5910 eV